Record 1
The following is a DFT calculation (the ωB97M-V functional and the def2-TZVPD basis) of a structure of composition C12H16Cl3F3MoO3 in a non-equilibrium geometry.

Each line ends with the Mulliken charge.
Positions of all 38 atoms, in Å:
1 C -0.7101 0.8314 -1.7655  1.24
2 C -1.6656 -0.2436 -1.6337  0.69
3 C -0.9535 -1.4426 -1.3070  0.68
4 C -3.1147 -0.1668 -1.9496  -1.48
5 C 0.4635 -1.1293 -1.3029  1.55
6 C 0.6087 0.2671 -1.6145  -0.07
7 C 1.8955 0.9939 -1.8118  -1.64
8 C -0.9872 2.2470 -2.1471  -1.99
9 C -1.5466 -2.7881 -1.1263  -1.20
10 C 1.5955 -2.0828 -1.1362  -1.92
11 Mo -0.4886 0.0923 0.3923  0.85
12 Cl -4.5518 -3.1060 0.7258  -0.73
13 Cl -2.5257 1.0793 1.0533  -0.18
14 Cl -0.1917 -1.7787 1.7716  -0.17
15 H -3.4885 0.8542 -1.8309  0.33
16 H -3.6978 -0.8429 -1.3136  0.38
17 H -3.2851 -0.4577 -2.9937  0.33
18 H -2.4413 -2.7375 -0.4777  0.00
19 H -0.8379 -3.4783 -0.6633  0.29
20 H -1.8753 -3.2076 -2.0851  0.29
21 H 1.3216 -2.9038 -0.4725  0.36
22 H 2.4532 -1.5565 -0.7069  0.50
23 H 1.9206 -2.5128 -2.0964  0.30
24 H 2.6930 0.2828 -2.0302  0.47
25 H 2.1802 1.5513 -0.9121  0.25
26 H 1.8117 1.6993 -2.6420  0.39
27 H -2.0117 2.5265 -1.8940  0.38
28 H -0.8363 2.4065 -3.2241  0.33
29 H -0.3000 2.9118 -1.6152  0.39
30 O 0.6903 1.1673 1.0212  -0.70
31 H 1.5287 1.6044 2.1788  0.56
32 F 4.0049 1.6194 4.8341  -0.25
33 C 2.7388 1.4013 5.2659  0.75
34 F 2.7371 0.2247 5.9473  -0.23
35 F 2.4239 2.4027 6.1406  -0.24
36 C 1.6912 1.3990 4.0944  0.43
37 O 2.1967 1.7979 2.9524  -0.43
38 O 0.5545 1.0749 4.3744  -0.52

Properties
* energy: -2440.9932 a.u.
* max |F|: 4.2 eV/A

***

Record 2
The following is a DFT calculation (the ωB97M-V functional and the def2-TZVPD basis) of a cluster of 3 separate species, C5H16O2S in total in a non-equilibrium geometry.

Each line ends with the Mulliken charge.
Positions of all 24 atoms, in Å:
1 C -0.0917 0.5778 -2.1813  -1.18
2 C 0.2666 1.0294 -0.7735  -0.10
3 C -0.7388 0.3466 0.1344  -0.57
4 C -0.5867 -1.1706 -0.0496  -0.55
5 S -2.0194 -2.0625 0.5357  -0.12
6 C -2.9386 -1.6881 -1.0194  -0.72
7 H -1.2157 0.7008 -2.2408  0.25
8 H 0.3335 -0.3017 -2.5415  0.36
9 H 0.3363 1.3623 -2.8122  0.37
10 H 1.3607 0.8044 -0.4991  0.03
11 H 0.1455 2.0762 -0.8164  0.38
12 H -0.5417 0.4500 1.2108  0.34
13 H -1.8095 0.7509 -0.0715  0.29
14 H 0.3526 -1.6364 0.4709  0.29
15 H -0.7361 -1.2467 -1.0419  0.24
16 H -2.8818 -2.3571 -1.7799  0.36
17 H -3.9507 -1.4615 -0.6476  0.33
18 H -2.5210 -0.7528 -1.4901  0.03
19 O 1.6368 0.0053 3.7214  -0.64
20 H 1.1203 -0.4397 4.4866  0.31
21 H 2.1615 0.7866 4.1741  0.33
22 O 4.0867 1.6132 1.4863  -0.63
23 H 3.6427 0.8201 1.1082  0.30
24 H 4.5882 1.7936 0.6362  0.32

Properties
* energy: -748.6852 a.u.
* energy above the lowest of the compared OMol25 structures with the same formula, charge and spin: 2.371 eV
* SMILES: CCCCSC.O.O
* max |F|: 4.2 eV/A

***

Record 3
The following is a DFT calculation (the ωB97M-V functional and the def2-TZVPD basis) of an isolated molecule of C5H8O.

Each line ends with the Mulliken charge.
Positions of all 14 atoms, in Å:
1 C -0.1920 -0.9361 2.0676  0.21
2 C 0.2779 -0.6640 0.9927  -0.79
3 C 0.8109 -0.0934 -0.2597  0.34
4 C 1.0056 1.4068 0.0067  -1.23
5 O 0.0203 -0.3256 -1.4177  -0.38
6 C -1.3091 -0.7635 -1.2389  -0.69
7 H -0.6130 -1.1411 3.0259  0.43
8 H 1.7866 -0.5432 -0.4898  0.24
9 H 1.9061 1.5574 0.6108  0.36
10 H 1.0978 1.9502 -0.9357  0.34
11 H 0.1626 1.8093 0.5739  0.32
12 H -1.3546 -1.7420 -0.7405  0.31
13 H -1.7247 -0.8588 -2.2454  0.24
14 H -1.9144 -0.0467 -0.6660  0.30

Properties
* energy: -270.4574 a.u.
* energy above the lowest of the compared OMol25 structures with the same formula, charge and spin: 2.735 eV
* SMILES: C#C[C@H](C)OC
* max |F|: 0.5 eV/A

***

Record 4
The following is a DFT calculation (the ωB97M-V functional and the def2-TZVPD basis) of an isolated molecule of C10H8N2 in a non-equilibrium geometry.

Each line ends with the Mulliken charge.
Positions of all 20 atoms, in Å:
1 C -2.7901 1.5899 0.5270  -1.09
2 C -2.2630 0.6444 -0.4401  0.33
3 N -2.1668 0.3149 -1.6586  -0.67
4 C -1.4968 -0.5545 -0.6718  0.69
5 C -2.4390 -2.0991 -0.2785  0.09
6 N -3.0474 -3.0210 0.0002  -0.42
7 C -0.0526 -0.7597 -0.5583  0.52
8 C 0.7991 -0.1296 -1.4600  -0.35
9 C 2.1670 -0.2824 -1.3358  -0.55
10 C 2.6924 -1.0661 -0.3220  -0.42
11 C 1.8457 -1.7017 0.5717  -0.56
12 C 0.4756 -1.5500 0.4566  -0.53
13 H -1.9977 1.9127 1.2027  0.31
14 H -3.5577 1.0967 1.1254  0.32
15 H -3.2270 2.4511 0.0233  0.35
16 H 0.3803 0.4715 -2.2541  0.44
17 H 2.8289 0.2088 -2.0339  0.38
18 H 3.7619 -1.1846 -0.2311  0.38
19 H 2.2467 -2.3181 1.3620  0.38
20 H -0.1888 -2.0451 1.1508  0.40

Properties
* energy: -495.2677 a.u.
* energy above the lowest of the compared OMol25 structures with the same formula, charge and spin: 2.762 eV
* SMILES: CC1=N[C@@]1(C#N)c1ccccc1
* max |F|: 5.3 eV/A

***

Record 5
The following is a DFT calculation (the ωB97M-V functional and the def2-TZVPD basis) of a structure of composition C2H44O22Tl in a non-equilibrium geometry.

Each line ends with the Mulliken charge.
Positions of all 69 atoms, in Å:
1 Tl 2.7360 -1.7264 -0.4297  0.92
2 O -1.8420 0.5318 0.0572  1.03
3 C -0.6777 -0.0863 -0.2373  0.03
4 C 0.4041 0.2143 0.7605  0.14
5 O 1.3327 -0.8471 0.7236  1.20
6 H -0.3372 0.1800 -1.2026  0.59
7 H -0.8414 -1.1610 -0.3138  -1.10
8 H 0.0048 0.2996 1.7936  0.53
9 H 0.8341 1.1202 0.5121  0.28
10 O 3.5344 0.5914 -0.1051  -0.60
11 H 2.9596 0.9814 0.5830  0.05
12 H 3.6133 1.2366 -0.7775  0.37
13 O -1.7654 -3.5271 -0.2591  -0.67
14 H -1.5500 -3.1428 0.5733  0.02
15 H -1.6864 -4.4236 0.1241  0.37
16 O 2.8571 2.4024 -2.1487  -0.65
17 H 2.0895 2.6901 -1.6646  0.34
18 H 2.6171 2.3237 -3.0798  0.33
19 O -4.3489 1.3273 0.0901  -0.68
20 H -4.8290 0.5301 0.3588  0.36
21 H -3.4241 1.0954 0.0356  0.21
22 O -1.0704 1.7688 -4.2925  -0.72
23 H -0.7642 0.8552 -4.1577  0.40
24 H -1.3622 1.9415 -3.3972  0.48
25 O 1.8433 -3.3303 1.2764  -0.61
26 H 1.0249 -3.0456 1.7003  0.30
27 H 1.7429 -4.2738 1.2924  0.32
28 O -0.1252 -0.6829 -3.8388  -0.69
29 H -0.0104 -0.8423 -4.8118  0.33
30 H -0.4654 -1.5711 -3.6187  0.34
31 O 2.5679 -0.0368 2.7435  -0.67
32 H 1.9298 -0.2789 2.1013  -0.20
33 H 2.0764 -0.1580 3.5723  0.36
34 O -1.0322 -2.9397 -3.0573  -0.74
35 H -0.3842 -3.6504 -3.1619  0.30
36 H -1.5294 -3.1806 -2.2827  0.29
37 O -2.1770 2.4689 -1.8377  -0.77
38 H -1.6395 3.1514 -1.4567  0.29
39 H -2.0201 1.6512 -1.3697  0.12
40 O -0.8836 -0.8247 4.1486  -0.57
41 H -1.3288 -1.3273 4.8011  0.25
42 H 0.0682 -0.6134 4.4171  0.23
43 O 1.1564 -2.9061 -1.3134  -0.32
44 H 0.2465 -2.8617 -1.3592  0.08
45 H 1.2849 -3.8952 -1.2877  0.32
46 O -3.3520 -1.4730 -0.9428  -0.80
47 H -2.8358 -2.3228 -0.7458  0.48
48 H -2.7044 -0.8106 -0.6517  -0.16
49 O -1.0885 2.9821 0.9322  -0.77
50 H -1.2234 2.0771 0.7893  -0.05
51 H -0.5974 3.0210 1.7388  0.41
52 O 2.5942 2.5223 1.7306  -0.64
53 H 3.4915 2.7250 1.9316  0.31
54 H 2.3300 3.1808 1.0604  0.35
55 O 2.0634 -0.4823 -2.2063  -0.31
56 H 1.2673 -0.4695 -2.7184  0.17
57 H 2.7841 -0.3370 -2.8270  0.33
58 O -0.5934 -2.3773 1.9456  -0.98
59 H -0.3660 -1.6385 1.3379  0.30
60 H -0.4876 -2.0043 2.7870  0.43
61 O 0.4155 2.6071 3.2481  -0.69
62 H 1.1792 2.3500 2.7340  0.30
63 H 0.8554 3.0976 3.9414  0.31
64 O -2.7443 -0.0274 2.3284  -0.69
65 H -2.0812 -0.3221 2.9466  0.40
66 H -2.3099 0.1185 1.4641  0.10
67 O 1.2002 3.6238 -0.3591  -0.74
68 H 0.3814 3.4330 0.0541  0.38
69 H 0.9922 4.4983 -0.7232  0.29

Properties
* energy: -1929.8484 a.u.
* energy above the lowest of the compared OMol25 structures with the same formula, charge and spin: 1.253 eV
* max |F|: 4.9 eV/A
* net charge: +1

***

Record 6
The following is a DFT calculation (the ωB97M-V functional and the def2-TZVPD basis) of an isolated molecule of CH4N2OS in a non-equilibrium geometry.

Each line ends with the Mulliken charge.
Positions of all 9 atoms, in Å:
1 N 0.9083 1.1066 -0.1019  -0.35
2 C 0.7208 -0.2253 -0.0780  0.60
3 O 1.5930 -1.0432 0.1598  -0.61
4 N -0.5840 -0.7503 -0.4518  -0.32
5 S -2.0463 -0.0440 0.0025  -0.17
6 H 0.1515 1.6320 -0.4198  0.19
7 H 1.8296 1.4905 0.1525  0.23
8 H -0.5577 -1.7760 -0.5493  0.29
9 H -2.0153 -0.3902 1.2860  0.13

Properties
* energy: -623.4538 a.u.
* energy above the lowest of the compared OMol25 structures with the same formula, charge and spin: 0.147 eV
* SMILES: NC(=O)NS
* max |F|: 2.1 eV/A

***

The highest energy belongs to which entry?
C5H8O